No. 1
The following is a quantum chemistry calculation of a single C28H29N3O2S molecule, from the Open Molecules 2025 dataset.

Summary:
Energy above the lowest of the compared OMol25 structures with the same formula, charge and spin ... 4.80 kcal per mole
Highest occupied orbital energy ... -8.122 eV
Electronic energy ... -1797.392656 Eh

CARTESIAN COORDINATES (ANGSTROEM)
C1 -0.41248 -5.50298 0.61632
C2 -0.68294 -4.04863 0.85382
C3 -0.42886 -3.48770 2.09731
C4 -0.67353 -2.14870 2.34229
C5 -1.19036 -1.35423 1.33894
C6 -1.44433 -1.90287 0.08919
C7 -1.18871 -3.24756 -0.17446
C8 -1.43456 -3.82380 -1.53686
H1 -1.61386 -3.03872 -2.26696
H2 -0.57763 -4.41151 -1.86262
H3 -2.29925 -4.48757 -1.52092
N1 -2.00008 -1.06731 -0.92200
C9 -1.35756 0.03282 -1.37572
O1 -1.91461 0.90063 -2.03460
C10 0.08083 0.11500 -1.04191
C11 1.04475 -0.82858 -1.16387
C12 2.33144 -0.35424 -0.78345
C13 3.55822 -0.98352 -0.75461
C14 4.68181 -0.26525 -0.31834
C15 5.97289 -0.83586 -0.26191
C16 7.03297 -0.09312 0.16743
C17 6.85748 1.24527 0.56012
C18 5.62869 1.84895 0.52685
C19 4.50868 1.09611 0.08168
N2 3.30991 1.70321 0.05052
C20 2.29081 1.00940 -0.36236
S1 0.67622 1.65815 -0.46942
C21 5.42048 3.26871 0.94014
H4 6.35678 3.72765 1.24598
H5 4.99119 3.83457 0.11586
H6 4.70946 3.31374 1.76276
H7 7.71777 1.80671 0.89552
H8 8.02095 -0.52738 0.20991
H9 6.09875 -1.86520 -0.56565
H10 3.65945 -2.01526 -1.06200
H11 0.86788 -1.82668 -1.52140
C22 -3.43199 -1.19395 -1.15074
H12 -3.71050 -2.24518 -1.07950
H13 -3.66013 -0.80088 -2.14436
C23 -4.19840 -0.40416 -0.07404
O2 -4.79116 -0.95064 0.83290
N3 -4.10187 0.92167 -0.24525
H14 -3.54251 1.27370 -1.01563
C24 -4.57260 1.89258 0.71756
C25 -5.40374 2.98438 0.02463
H15 -5.85422 2.61531 -0.89537
H16 -6.20143 3.31571 0.69007
C26 -4.41467 4.12318 -0.20681
H17 -4.90819 5.07603 -0.39097
H18 -3.76966 3.89563 -1.05672
C27 -3.59810 4.12062 1.08187
H19 -4.17763 4.57999 1.88424
H20 -2.65715 4.65940 0.98517
C28 -3.38221 2.63297 1.37142
H21 -2.45371 2.29699 0.90544
H22 -3.31590 2.42789 2.43848
H23 -5.16065 1.33152 1.44770
H24 -1.40761 -0.31126 1.51522
H25 -0.47306 -1.72810 3.31549
H26 -0.03581 -4.11114 2.88707
H27 -1.30653 -6.00487 0.24985
H28 0.37156 -5.63402 -0.12959
H29 -0.09419 -5.98775 1.53518

No. 2
The following is a quantum chemistry calculation of a molecular structure, C28H29NOS4SiTaTe, from the Open Molecules 2025 dataset.

Summary:
Energy above the lowest of the compared OMol25 structures with the same formula, charge and spin ... 19.07 kcal per mole
Highest occupied orbital energy ... -10.496 eV
Net charge ... +1
Electronic energy ... -3421.665851 Eh

CARTESIAN COORDINATES (ANGSTROEM)
Ta1 -0.55913 -0.80280 -0.71835
S1 0.36564 -3.03147 -1.21235
C1 1.10701 -3.50492 0.31853
C2 0.96027 -4.78804 0.82526
C3 1.55087 -5.11833 2.03865
C4 2.28700 -4.17778 2.74357
C5 2.44920 -2.89479 2.23863
C6 1.85313 -2.57259 1.03237
S2 1.98296 -1.00562 0.21254
C7 2.16754 0.18050 1.55924
C8 1.68958 1.50995 1.05389
C9 2.45038 2.64984 1.22689
C10 1.92072 3.87189 0.83823
C11 0.62755 3.91027 0.35862
C12 -0.07748 2.71838 0.22711
C13 -1.54416 2.78985 -0.11665
S3 -2.31921 1.21254 -0.55819
C14 -3.19790 0.73304 0.91596
C15 -4.46731 1.26990 1.11681
C16 -5.22268 0.88466 2.20922
C17 -4.71257 -0.05896 3.09272
C18 -3.45811 -0.60643 2.88863
C19 -2.67795 -0.21895 1.79768
S4 -1.06932 -0.93552 1.65268
N1 0.46749 1.53592 0.49662
H1 0.38076 -5.51702 0.27441
H2 1.43044 -6.11725 2.43552
H3 2.74381 -4.44004 3.68800
H4 3.03916 -2.16837 2.78249
H5 3.20902 0.22617 1.86809
H6 1.54032 -0.14135 2.39262
H7 3.43848 2.57933 1.66006
H8 2.50095 4.77935 0.93661
H9 0.15475 4.84684 0.09515
H10 -1.71867 3.47637 -0.94397
H11 -2.08065 3.17030 0.75336
H12 -4.85986 1.97885 0.39842
H13 -6.20741 1.30448 2.36141
H14 -5.29908 -0.37775 3.94404
H15 -3.06515 -1.34496 3.57563
Te1 0.54324 0.74089 -2.67389
C20 -0.33458 -0.13400 -4.40179
C21 -0.43153 -1.50778 -4.57566
C22 -1.02000 -2.01909 -5.72590
C23 -1.50090 -1.16508 -6.70585
C24 -1.39198 0.20964 -6.53482
C25 -0.81490 0.72587 -5.38586
H16 -0.02818 -2.19214 -3.84102
H17 -1.08977 -3.09194 -5.85279
H18 -1.95177 -1.56752 -7.60302
H19 -1.75874 0.88392 -7.29755
H20 -0.73954 1.79831 -5.25552
C26 -3.05210 -3.64783 -2.84612
Si1 -3.36133 -2.66989 -1.29395
C27 -3.12378 -3.68060 0.25450
C28 -4.98622 -1.75795 -1.31603
O1 -2.18321 -1.45749 -1.27369
H21 -3.79601 -4.44089 -2.95443
H22 -2.06676 -4.11630 -2.82813
H23 -3.11284 -3.00069 -3.72389
H24 -3.70317 -4.60554 0.18722
H25 -3.46180 -3.14044 1.14136
H26 -2.07605 -3.95187 0.39314
H27 -5.79226 -2.40028 -1.67790
H28 -4.92594 -0.89451 -1.98288
H29 -5.26223 -1.40474 -0.31998

No. 3
The following is a quantum chemistry calculation of a molecular structure, C28H30AlF4O3 at a distorted geometry, from the Open Molecules 2025 dataset.

Summary:
Highest occupied orbital energy ... -5.050 eV
Net charge ... -1
Electronic energy ... -1952.617305 Eh

CARTESIAN COORDINATES (ANGSTROEM)
C1 0.33805 2.28020 1.21357
C2 1.33608 2.00344 -0.01678
O1 1.00023 2.38564 -1.14506
O2 2.51553 1.30400 0.29933
C3 3.70435 2.15513 0.23988
C4 3.50768 3.64424 0.76582
Al1 5.25248 4.32663 1.66726
O3 4.70201 5.77286 2.75953
H1 0.21505 3.39752 1.39512
H2 0.82174 1.86079 2.16228
H3 -0.66109 1.74048 1.10392
H4 4.12603 2.17538 -0.82704
H5 4.47998 1.65722 0.92286
H6 3.37040 4.31595 -0.15175
H7 2.69673 3.77455 1.54837
H8 5.79786 3.21412 2.67116
H9 6.34571 4.81173 0.60269
H10 3.97626 5.39312 3.30052
F1 0.69458 -4.92982 0.60220
C5 0.40259 -3.71628 0.09764
C6 -0.70588 -3.56889 -0.72078
C7 -1.01095 -2.31412 -1.23775
C8 -0.19852 -1.22395 -0.93853
C9 0.91468 -1.38539 -0.11877
C10 1.21415 -2.63786 0.40696
H11 -1.32234 -4.43085 -0.94879
H12 -1.88043 -2.18610 -1.87317
H13 -0.43445 -0.24569 -1.34552
H14 1.54896 -0.53637 0.11055
H15 2.07158 -2.77991 1.05409
F2 -2.86587 1.37411 0.95519
C11 -3.88042 0.61416 0.51115
C12 -4.58011 -0.18290 1.40433
C13 -5.63323 -0.96350 0.94154
C14 -5.96796 -0.94752 -0.40974
C15 -5.25540 -0.14711 -1.29742
C16 -4.20932 0.64300 -0.83426
H16 -4.30046 -0.18895 2.45101
H17 -6.19218 -1.58409 1.63275
H18 -6.78711 -1.56065 -0.77046
H19 -5.51484 -0.13849 -2.35024
H20 -3.64936 1.27899 -1.50960
F3 1.98102 3.45335 -7.51473
C17 1.96352 2.68947 -6.40603
C18 1.76405 3.28614 -5.17134
C19 1.74094 2.49597 -4.02638
C20 1.92831 1.12052 -4.12944
C21 2.13266 0.53339 -5.37435
C22 2.14499 1.32122 -6.52088
H21 1.62830 4.35948 -5.11044
H22 1.57822 2.95017 -3.05505
H23 1.91452 0.50617 -3.23516
H24 2.28256 -0.53797 -5.45222
H25 2.29405 0.88003 -7.49941
F4 -3.99861 -3.04282 3.24836
C23 -2.81040 -3.50012 3.67363
C24 -2.35463 -3.14758 4.93357
C25 -1.12398 -3.62537 5.37135
C26 -0.36012 -4.43953 4.53925
C27 -0.82927 -4.78123 3.27478
C28 -2.06317 -4.31420 2.84196
H26 -2.95949 -2.50507 5.56246
H27 -0.75984 -3.36214 6.35807
H28 0.60257 -4.80708 4.87817
H29 -0.23244 -5.41044 2.62646
H30 -2.44653 -4.57717 1.86328

No. 4
The following is a quantum chemistry calculation of a molecular structure, C28H30AsCl3FeN2O5 at a distorted geometry, from the Open Molecules 2025 dataset.

Summary:
Highest occupied orbital energy (spin up / spin down) ... -7.585 / -7.598 eV
Expectation value of S² ... 6.0109
Spin multiplicity ... 5
Electronic energy ... -6450.818406 Eh

CARTESIAN COORDINATES (ANGSTROEM)
Fe1 1.03353 0.27680 0.58077
Cl1 8.33074 0.03251 1.47717
C1 6.69878 -0.14097 0.92928
C2 6.21383 -1.42956 0.66075
C3 4.92258 -1.59707 0.24407
Cl2 4.30808 -3.17030 -0.07497
C4 4.00816 -0.50112 0.08219
O1 2.81849 -0.68053 -0.29794
C5 4.55302 0.79834 0.38277
C6 3.69276 1.92529 0.33554
O2 2.48633 1.92421 0.05393
C7 5.89193 0.95348 0.78457
H1 6.86053 -2.28305 0.78599
H2 4.16211 2.89387 0.58480
H3 6.26576 1.94427 0.99052
C8 0.60007 4.21297 0.30655
C9 -0.28195 3.29277 1.09497
C10 -1.60509 3.87594 1.51215
O3 0.02675 2.14928 1.38085
H4 0.04964 5.06665 -0.07794
H5 1.07159 3.65655 -0.50058
H6 1.40474 4.56517 0.95232
H7 -2.22872 3.99228 0.62589
H8 -1.45941 4.85927 1.95706
H9 -2.11241 3.21784 2.21278
Cl3 -3.39271 -3.89430 0.97309
C11 -2.79360 -2.42151 1.62185
C12 -3.00482 -2.10228 2.95687
C13 -2.51194 -0.89300 3.41715
C14 -1.82335 -0.06930 2.53906
N1 -1.61326 -0.38298 1.26841
C15 -2.09090 -1.53274 0.81918
H10 -3.53549 -2.78433 3.60357
H11 -2.67199 -0.58873 4.43984
H12 -1.41318 0.87667 2.85767
H13 -1.87944 -1.77090 -0.21250
C16 0.52426 1.34884 -3.02295
As1 -0.20376 0.26616 -1.53778
C17 -0.38272 -1.36292 -2.61989
C18 -2.00332 1.18290 -1.46579
C19 -3.07506 0.82762 -2.43553
C20 -3.62878 -0.45050 -2.43587
C21 -4.70016 -0.76044 -3.25205
C22 -5.24003 0.20405 -4.08817
C23 -4.69384 1.47454 -4.10620
C24 -3.62065 1.78172 -3.28897
H14 -0.04520 1.22000 -3.94662
H15 1.55281 1.03584 -3.20202
H16 0.53405 2.40751 -2.76504
H17 -1.11305 -1.25328 -3.42408
H18 -0.61193 -2.23697 -2.01535
H19 0.60809 -1.53124 -3.04637
H20 -1.76529 2.24937 -1.54894
H21 -2.37372 1.01014 -0.45129
H22 -3.22202 -1.19804 -1.76962
H23 -5.12460 -1.75385 -3.22506
H24 -6.08707 -0.03577 -4.71359
H25 -5.11909 2.22982 -4.75183
H26 -3.22377 2.78725 -3.31022
O4 1.67576 -0.57008 2.72950
C25 1.34495 -1.71406 2.38581
C26 1.54280 -2.99204 3.19135
C27 0.94523 -4.05407 2.27795
C28 0.46571 -3.26431 1.04993
O5 -0.08151 -3.74760 0.08414
N2 0.72982 -1.94747 1.22721
H27 1.03552 -2.90501 4.15375
H28 2.60485 -3.14302 3.38346
H29 0.09657 -4.57935 2.71586
H30 1.67401 -4.79721 1.95658